Record 1
A cluster of 2 separate species, C4H7F in total. Source: the OMol25 dataset; level of theory: ωB97M-V with the def2-TZVPD basis set.

Cartesian coordinates (Å):
C  1.441091  0.108890  0.931745
C  1.994143  -0.242222  -0.198451
C  -1.473696  0.135842  -0.686443
C  -1.114469  0.035276  0.711976
F  3.189871  -0.000103  -0.830700
H  1.729750  0.525676  1.792066
H  1.351555  -0.804333  -0.917913
H  -1.355518  -0.945358  -1.247865
H  -0.871971  0.925837  -1.168260
H  -2.563584  0.326350  -0.816509
H  -1.396779  0.914657  1.329553
H  -0.930397  -0.980511  1.100799

Forces on the atoms, in the same order (eV/Å):
-1.77 -1.21 -3.17
-1.75 -0.75 -1.84
-0.21 -2.56 -2.54
2.05 -0.42 1.48
-0.14 0.01 1.30
1.04 1.73 2.99
0.62 0.53 0.36
0.11 2.83 1.20
-0.46 -0.38 -0.23
0.62 0.30 0.15
0.51 -1.07 -0.04
-0.63 0.98 0.35

Summary:
Spin multiplicity ... 1
ΔE to the lowest compared entry with this formula, charge and spin ... 107.2 kcal per mole
E_HOMO (spin up / spin down) ... -0.3356 / -0.3132 Eh
F_max ... 3.8 eV/Å
Lowest unoccupied orbital energy (spin up / spin down) ... 0.1 / -0.3 eV
Orbital gap (spin up / spin down) ... 9.253 / 8.205 eV

These are the Löwdin partial charges, in e, on atoms 1 to 5: 0.096, -0.264, -0.220, -0.068, -0.029

---

Record 2
The molecule C5H13NO. Source: the OMol25 dataset; level of theory: ωB97M-V with the def2-TZVPD basis set.

Cartesian coordinates (Å):
C  0.723623  1.649798  0.461026
C  -0.299508  0.893959  -0.387733
C  0.113154  0.810032  -1.858170
C  -0.603397  -0.499598  0.177720
N  -1.452589  -0.387110  1.392609
C  0.649666  -1.263104  0.597373
O  0.334148  -2.635269  0.854931
H  0.600197  1.446606  1.522864
H  0.677155  2.719435  0.249666
H  1.732265  1.339189  0.190399
H  -1.233491  1.452230  -0.311479
H  -0.740225  0.745528  -2.521189
H  0.830799  0.005510  -2.021642
H  0.665251  1.728798  -2.119211
H  -1.090201  -1.128839  -0.571065
H  -2.422058  -0.335895  1.090629
H  -1.417846  -1.317685  1.817777
H  1.451279  -1.204557  -0.152736
H  1.025347  -0.862076  1.539943
H  0.456430  -3.156950  0.048287

Forces on the atoms, in the same order (eV/Å):
0.27 -0.20 -0.33
-0.24 -0.21 0.13
0.69 0.94 0.36
0.19 0.08 0.69
0.02 -0.78 -0.44
0.10 -0.24 -0.26
0.10 -0.24 -0.14
-0.20 0.24 0.04
-0.10 -0.01 0.20
0.18 -0.10 0.00
-0.15 0.02 -0.12
-0.09 -0.32 -0.17
-0.19 -0.21 -0.13
-0.28 -0.20 -0.06
-0.10 0.10 -0.33
0.00 0.35 0.03
0.06 0.27 0.17
-0.19 0.14 0.12
0.02 0.03 -0.07
-0.10 0.31 0.30

Summary:
Spin multiplicity ... 1
ΔE to the lowest compared entry with this formula, charge and spin ... 17.3 kcal per mole
E_HOMO ... -0.3516 Eh
F_max ... 1.2 eV/Å
SMILES string ... CC(C)[C@H](N)CO
Lowest unoccupied orbital energy ... 0.8 eV
Orbital gap ... 10.406 eV

These are the Löwdin partial charges, in e, on atoms 1 to 5: -0.080, -0.400, -0.072, -0.381, 0.048

---

Record 3
The molecule C5H8O2. Source: the OMol25 dataset; level of theory: ωB97M-V with the def2-TZVPD basis set.

Cartesian coordinates (Å):
O  -0.578280  -1.834520  -0.805526
C  0.227625  -1.811058  0.140269
C  0.054784  -0.846506  1.285108
C  1.040662  0.384051  1.321452
C  0.139418  1.411692  0.486574
C  -0.055992  1.058324  -1.050265
O  -1.049499  1.557347  -1.636499
H  1.150075  -2.350640  0.026970
H  -0.993833  -0.723926  1.434823
H  0.257114  -1.389876  2.115228
H  1.527140  0.683763  2.251155
H  1.908162  0.295538  0.581653
H  -0.822375  1.410860  0.956015
H  0.679566  2.489007  0.508719
H  0.877395  0.623649  -1.437190

Forces on the atoms, in the same order (eV/Å):
1.52 -0.37 2.12
-2.11 1.87 -2.76
1.55 -0.30 -0.63
-1.08 0.32 -4.25
2.25 1.49 0.29
-2.64 3.50 1.09
3.77 -2.46 1.41
0.74 -0.67 0.31
-0.82 1.27 -0.46
1.07 -2.10 2.86
-0.88 0.02 0.10
-0.77 -0.74 1.07
-0.59 0.73 0.09
-1.51 -2.20 -0.21
-0.50 -0.37 -1.02

Summary:
Spin multiplicity ... 1
ΔE to the lowest compared entry with this formula, charge and spin ... 62.1 kcal per mole
E_HOMO ... -0.3647 Eh
F_max ... 4.7 eV/Å
SMILES string ... O=CCCCC=O
Lowest unoccupied orbital energy ... 0.6 eV
Orbital gap ... 10.555 eV

These are the Löwdin partial charges, in e, on atoms 1 to 5: 0.025, -0.219, -0.174, -0.142, -0.166

---

Record 4
A cluster of 13 separate species, C6H38NO12S in total. Source: the OMol25 dataset; level of theory: ωB97M-V with the def2-TZVPD basis set.

Cartesian coordinates (Å):
C  -1.739605  -2.352876  -0.258816
C  -0.891099  -3.420465  -1.056596
S  0.714925  -2.731216  -1.755875
C  -1.120373  -1.038322  0.172945
N  -1.887983  0.224212  0.104625
C  -1.015320  1.264521  0.689781
C  -1.627469  2.609178  0.220979
C  -3.229567  0.130895  0.680537
H  -2.706167  -2.288828  -0.772445
H  -1.992653  -2.939699  0.605110
H  -1.531227  -3.860287  -1.856049
H  -0.679462  -4.172269  -0.284465
H  -0.666197  -1.330971  1.144657
H  -0.196369  -0.893989  -0.374383
H  -0.004273  1.312161  0.348953
H  -0.770284  1.208887  1.803001
H  -2.734872  2.429968  0.369407
H  -1.364473  3.534088  0.648650
H  -1.444130  2.599774  -0.926206
H  -3.401187  -0.636356  1.418946
H  -3.514174  0.976143  1.353235
H  -3.904697  0.113667  -0.205426
H  2.506099  -1.064566  3.258984
H  1.949507  -1.479786  1.878294
O  1.697314  -0.918025  2.731913
H  -1.792825  0.876583  4.507911
H  -1.842128  -0.567405  4.196551
O  -2.447727  0.223718  4.222748
H  0.051240  -1.965053  4.088325
H  -0.088292  -0.539781  3.549444
O  -0.306644  -1.099899  4.319313
H  4.113023  -2.759649  -0.423713
H  3.896594  -1.304646  -0.568865
O  4.565328  -1.924619  -0.239925
H  4.234383  -0.076315  -2.363242
H  2.744845  0.240442  -2.397558
O  3.601099  0.612535  -2.133638
H  1.444151  -3.422766  1.050329
H  1.452443  -2.089542  -0.039991
O  1.800871  -2.571780  0.829957
H  2.089578  3.661110  1.802703
H  1.686185  2.687795  2.739475
O  2.338251  3.391804  2.717237
H  0.170033  0.451058  -1.586844
H  0.595660  0.498079  -3.122357
O  0.764041  0.884625  -2.206040
H  -2.368608  0.134411  -1.886426
H  -2.063361  -1.323055  -2.402741
O  -2.447840  -0.481769  -2.631367
H  2.977555  3.214450  -0.403367
H  1.516376  3.464392  -0.749536
O  2.104558  3.424384  0.027450
H  0.463594  2.744732  -2.530487
H  1.471218  3.706392  -3.087082
O  0.571883  3.683004  -2.704583
H  -0.102636  -0.953204  -4.414572
H  -1.216136  -0.080085  -3.743502
O  -0.422986  -0.015772  -4.355337

Forces on the atoms, in the same order (eV/Å):
-1.08 -0.99 -0.88
0.80 1.13 0.04
-1.21 -0.39 -0.99
0.83 -0.75 0.47
1.90 -0.89 1.19
-0.50 1.87 1.17
-1.76 -2.42 -2.07
-0.81 1.33 -0.01
0.10 0.59 -0.02
-0.41 0.16 0.79
0.66 0.19 0.55
0.22 -0.23 -0.66
-0.59 1.01 0.37
-0.05 0.10 -0.63
0.71 -0.93 -1.03
-1.23 -0.19 -0.81
1.11 0.92 -0.35
0.73 0.89 0.68
-0.39 0.44 1.86
0.23 -1.09 -0.31
0.46 -0.06 -0.96
-0.15 -0.33 1.09
-0.62 0.45 -0.08
-1.04 0.68 1.50
1.79 -0.84 -1.17
-0.46 0.15 0.02
-0.86 0.50 0.18
0.45 -0.18 -0.06
0.19 0.33 -0.14
0.59 -0.62 0.34
-0.27 -0.20 0.05
0.11 -0.03 0.27
0.24 0.23 0.29
-0.34 -0.06 -0.54
0.14 0.10 0.00
-0.18 0.34 0.31
0.10 -0.38 -0.15
-0.64 -0.31 -0.65
-0.03 -2.40 0.87
1.10 2.04 -0.15
0.87 0.33 0.38
0.07 -0.61 0.77
-0.82 0.22 -0.85
-0.01 -0.32 -0.24
-0.50 0.28 1.11
0.48 0.40 -0.77
0.34 -0.42 0.59
0.37 -0.32 0.58
-0.66 0.73 -1.13
-1.19 0.10 0.91
-0.11 0.14 0.28
1.08 -0.22 -1.55
-0.20 -0.94 0.09
-0.68 0.11 0.15
1.01 0.65 -0.16
-0.45 1.07 0.16
0.57 -0.03 -0.63
0.00 -1.31 -0.04

Summary:
Charge ... -1
Spin multiplicity ... 1
ΔE to the lowest compared entry with this formula, charge and spin ... 40.5 kcal per mole
E_HOMO ... -0.1714 Eh
F_max ... 3.6 eV/Å
Lowest unoccupied orbital energy ... 2.6 eV
Orbital gap ... 7.270 eV

These are the Löwdin partial charges, in e, on atoms 1 to 5: -0.272, -0.587, 0.377, -0.259, -0.220

---

Record 5
A structure of composition CH30F3O18SZr. Source: the OMol25 dataset; level of theory: ωB97M-V with the def2-TZVPD basis set.

Cartesian coordinates (Å):
Zr  -3.236409  0.258254  0.329987
C  1.301791  0.267684  0.781617
F  1.281151  1.642704  0.902097
F  2.541231  -0.088656  0.461497
F  0.869271  -0.294496  1.927547
S  0.216851  -0.409336  -0.610763
O  0.581951  -1.859366  -0.558213
O  -1.216289  -0.146776  -0.220363
O  0.633071  0.322004  -1.796073
O  -1.710859  -0.872256  -3.182643
H  -1.089389  -1.582456  -3.342673
H  -1.621419  -0.298986  -3.943953
O  1.494141  -0.098166  -4.680423
H  2.006141  -0.840756  -4.360033
H  1.010441  0.208564  -3.913503
O  -2.841619  1.534704  -1.744343
H  -2.667419  2.472554  -1.664783
H  -3.034889  1.404414  -2.672723
O  -2.088179  0.112214  2.221197
H  -1.795879  -0.635426  2.742567
H  -2.052459  0.854314  2.824717
O  3.507231  -3.080296  -0.596963
H  3.471541  -3.285226  0.337357
H  2.679061  -2.635316  -0.776863
O  5.328771  0.923864  0.461677
H  4.465461  1.108404  0.091707
H  5.175581  0.215124  1.086537
O  -2.222659  2.401014  0.729407
H  -1.648119  2.664194  1.448347
H  -2.762359  3.172894  0.558637
O  5.053041  -0.985336  2.196687
H  4.600991  -1.631316  1.653917
H  4.874791  -1.260576  3.095967
O  1.288551  4.650014  1.055067
H  1.703961  4.352794  1.864587
H  0.874811  5.480964  1.288707
O  -1.188039  -1.974016  3.626087
H  -0.604829  -1.352196  4.061337
H  -0.853209  -2.834396  3.878817
O  -2.875279  -2.033576  0.603137
H  -3.009649  -2.617246  1.349807
H  -2.950919  -2.602546  -0.162883
O  -3.772649  -0.910396  -1.557593
H  -3.381669  -1.010406  -2.425553
H  -4.624409  -1.341596  -1.626933
O  -0.285579  -4.349086  -1.468553
H  -0.009889  -3.550486  -1.018603
H  -0.288529  -5.020246  -0.786073
O  0.517141  2.564294  -3.201313
H  0.264731  3.356404  -2.726883
H  0.101351  1.851384  -2.716433
O  -0.877499  2.478254  3.081947
H  0.027291  2.253474  3.298887
H  -1.160269  3.050464  3.795287

Forces on the atoms, in the same order (eV/Å):
4.09 -0.46 -1.94
0.00 1.10 -0.81
-0.43 -2.05 0.00
-0.99 0.03 0.72
0.59 0.45 -0.22
1.65 -1.79 -1.14
-1.25 3.28 0.15
0.31 0.14 -0.04
-0.80 -1.00 1.75
-0.83 0.20 0.23
0.32 -0.47 -0.12
0.30 0.13 -0.50
-0.44 -0.12 -0.30
0.29 -0.20 0.02
0.23 0.25 0.22
-0.59 0.03 1.12
0.40 0.44 0.00
-0.19 -0.34 -0.41
-1.61 0.62 -0.53
0.32 -1.74 0.18
0.31 1.04 0.37
0.25 0.10 0.03
-0.01 -0.28 0.17
-0.30 0.11 -0.14
0.00 0.64 -0.57
0.03 0.18 -0.24
0.21 0.00 0.37
-1.59 -0.67 -0.94
1.13 -0.02 1.03
-0.21 0.57 -0.03
-0.31 -0.46 0.39
0.06 -0.33 -0.35
0.17 0.06 0.35
-0.44 -0.37 -0.13
0.36 0.02 0.14
0.04 0.39 0.00
-0.29 0.57 -0.21
0.45 -0.02 0.44
0.01 -0.44 -0.01
-0.63 0.40 0.71
0.00 -0.21 0.62
0.23 -0.17 -0.68
-1.47 0.20 1.40
1.68 0.08 -1.08
-0.63 -0.30 0.02
-0.58 -0.02 -0.12
0.30 0.31 0.06
0.10 -0.38 0.01
-0.43 0.23 -0.38
0.18 0.39 0.03
0.18 -0.18 0.27
-0.58 -0.28 -0.06
0.55 -0.08 -0.17
-0.14 0.41 0.34

Summary:
Charge ... +2
Spin multiplicity ... 2
ΔE to the lowest compared entry with this formula, charge and spin ... 36.6 kcal per mole
E_HOMO (spin up / spin down) ... -0.5089 / -0.5089 Eh
F_max ... 4.5 eV/Å
Lowest unoccupied orbital energy (spin up / spin down) ... -8.4 / -8.5 eV
⟨S²⟩ ... 0.751
Orbital gap (spin up / spin down) ... 5.422 / 5.390 eV

These are the Löwdin partial charges, in e, on atoms 1 to 5: 1.920, -0.565, 0.116, 0.164, 0.120

---

Record 6
The molecule C19H17N3O2S. Source: the OMol25 dataset; level of theory: ωB97M-V with the def2-TZVPD basis set.

Cartesian coordinates (Å):
O  -0.765846  -3.065972  -0.092147
C  -1.657602  -2.238235  -0.108019
C  -2.573337  -2.179806  -1.330409
S  -2.779418  -0.582298  -2.212051
C  -1.187914  0.072277  -2.122150
N  -0.803412  1.236232  -2.548675
N  0.498894  1.341274  -2.237106
C  0.853336  0.244868  -1.639367
C  2.143441  -0.100977  -1.097193
C  3.166264  0.846894  -1.101517
C  4.396179  0.524749  -0.563007
C  4.612368  -0.733672  -0.020131
C  3.596196  -1.676037  -0.017328
C  2.359810  -1.368282  -0.554094
O  -0.193168  -0.620699  -1.539763
N  -1.938703  -1.456646  0.950621
C  -1.013037  -1.431564  2.066792
C  -0.034629  -0.261823  1.918388
C  -0.656444  0.948213  1.268204
C  0.122116  2.082900  1.067550
C  -0.398782  3.199660  0.443410
C  -1.713843  3.198533  0.009178
C  -2.495043  2.074270  0.193942
C  -1.974199  0.948250  0.817067
C  -2.807874  -0.302480  0.969135
H  -3.589041  -2.466814  -1.054008
H  -2.181352  -2.901754  -2.048214
H  2.969085  1.817625  -1.527362
H  5.191451  1.255087  -0.564130
H  5.576038  -0.980389  0.400379
H  3.766543  -2.655484  0.403854
H  1.564983  -2.100947  -0.558512
H  -1.600901  -1.330500  2.983541
H  -0.476130  -2.380700  2.088622
H  0.816513  -0.577562  1.307599
H  0.359744  0.012894  2.899553
H  1.152171  2.074748  1.395503
H  0.224455  4.065673  0.283339
H  -2.122821  4.062213  -0.490670
H  -3.513837  2.055882  -0.164748
H  -3.328014  -0.290693  1.936509
H  -3.564230  -0.358897  0.187419

Forces on the atoms, in the same order (eV/Å):
0.19 -0.19 -0.05
-0.32 -0.32 -0.15
0.19 0.23 -0.44
-0.34 -0.32 -0.06
0.29 0.44 -0.19
-1.60 -0.55 -0.22
1.57 -0.30 0.48
-0.39 0.75 -0.50
0.36 -0.35 0.27
-0.19 -0.11 0.00
0.05 0.01 0.01
0.04 -0.03 0.03
0.08 -0.02 0.03
-0.02 0.14 -0.15
0.24 0.10 -0.12
-0.11 0.02 0.40
0.38 -0.13 0.15
-0.05 -0.16 -0.02
0.03 0.06 -0.01
-0.10 0.01 0.02
0.04 0.05 0.05
-0.08 0.04 0.02
0.03 0.03 0.15
-0.08 0.06 -0.01
-0.23 0.21 0.06
-0.01 0.03 -0.01
-0.05 0.03 0.24
0.02 0.13 -0.04
0.06 0.06 0.00
0.08 -0.02 0.03
0.02 -0.08 0.03
-0.10 -0.06 0.02
0.01 -0.02 -0.06
-0.11 0.13 0.08
-0.03 0.00 0.10
0.04 -0.03 -0.02
0.13 0.01 0.04
0.06 0.10 -0.03
-0.03 0.10 -0.07
-0.13 0.00 -0.07
0.00 -0.06 -0.14
0.07 0.02 0.15

Summary:
Spin multiplicity ... 1
ΔE to the lowest compared entry with this formula, charge and spin ... 0.0 kcal per mole
E_HOMO ... -0.3058 Eh
F_max ... 1.7 eV/Å
SMILES string ... O=C(CSc1nnc(-c2ccccc2)o1)N1CCc2ccccc2C1
Lowest unoccupied orbital energy ... 0.5 eV
Orbital gap ... 8.781 eV

These are the Löwdin partial charges, in e, on atoms 1 to 5: 0.053, -0.520, -0.314, 1.025, -0.673

---

Q: spin multiplicity of number 4 (C6H38NO12S)?
A: 1

---

Q: Which value of spin multiplicity does entry 3 give?
A: 1